No. 1
Entry from the OMol25 dataset: a molecular structure, C31H89HfN12O7P4 (the ωB97M-V functional and the def2-TZVPD basis).

```
144
C31H89HfN12O7P4 | the OMol25 dataset | the ωB97M-V functional and the def2-TZVPD basis
Hf -28.7499 2.0154 0.8444
C -31.4920 1.1142 -2.5278
C -30.3503 2.1081 -2.3267
C -30.6490 3.4350 -3.0001
O -29.9617 2.2310 -0.9952
H -32.3104 1.3571 -1.8551
H -31.1228 0.1307 -2.2253
H -31.8052 1.0835 -3.5695
H -29.4995 1.6763 -2.8891
H -31.4189 3.9883 -2.4499
H -31.0235 3.3107 -4.0192
H -29.7535 4.0462 -3.0638
C -25.4494 -0.4754 2.1516
C -26.6416 -0.6270 1.2156
C -27.0600 -2.0877 1.1584
O -27.6779 0.2442 1.5309
H -25.1638 0.5584 2.3121
H -24.6151 -0.9790 1.6505
H -25.6114 -0.9745 3.1095
H -26.3364 -0.3713 0.1926
H -26.1610 -2.6785 0.9286
H -27.7208 -2.3226 0.3232
H -27.3811 -2.4934 2.1209
C -26.5524 4.7619 0.5956
O -27.2824 3.6220 0.6141
H -26.8247 5.5055 1.3673
H -25.4805 4.6203 0.8403
H -26.5302 5.2695 -0.3804
O -30.1902 3.7816 1.3538
P -31.0629 4.9654 1.1089
N -32.6644 4.6077 1.1207
C -33.0899 3.4270 0.3796
C -33.7401 5.5687 1.3575
N -30.6917 5.7967 -0.2563
C -31.6527 6.7299 -0.8304
C -29.3514 5.7880 -0.8401
N -30.8994 6.1054 2.2972
C -31.5427 5.9736 3.6065
C -30.0249 7.2667 2.1884
H -33.6450 2.7654 1.0436
H -32.2043 2.9172 -0.0075
H -33.6677 3.7215 -0.5018
H -34.1487 5.8707 0.3874
H -33.4325 6.5022 1.8242
H -34.5107 5.1252 1.9942
H -31.8254 7.5740 -0.1463
H -31.2024 7.1523 -1.7258
H -32.6228 6.2895 -1.0533
H -29.4669 5.8010 -1.9196
H -28.8086 6.7059 -0.5690
H -28.7621 4.9444 -0.4874
H -30.9060 5.3531 4.2563
H -31.5319 6.9308 4.1289
H -32.5363 5.5558 3.5139
H -29.4405 7.2279 1.2753
H -29.4888 7.4780 3.1090
H -30.6454 8.1674 2.0259
O -27.3678 1.4463 -1.0207
P -26.3408 1.1968 -2.0497
N -24.8319 0.9596 -1.4530
C -23.7809 0.2567 -2.1522
C -24.3808 1.7690 -0.3390
N -26.1802 2.4839 -3.0782
C -27.2236 3.4815 -3.1600
C -25.1898 2.5066 -4.1482
N -26.6094 -0.0924 -3.0568
C -27.6585 0.0356 -4.0422
C -26.4435 -1.4385 -2.5309
H -22.9982 0.9660 -2.4538
H -24.1292 -0.2299 -3.0587
H -23.2985 -0.4965 -1.5205
H -23.7377 1.1811 0.3155
H -25.2097 2.1921 0.2298
H -23.8572 2.6591 -0.7196
H -26.7741 4.4851 -3.1777
H -27.8907 3.4317 -4.0345
H -27.8491 3.4623 -2.2652
H -24.4239 3.2348 -3.8628
H -24.6895 1.5543 -4.2994
H -25.6855 2.7910 -5.0774
H -27.4320 -0.5701 -4.9232
H -28.6550 -0.2406 -3.6741
H -27.7659 1.0636 -4.3886
H -25.7645 -1.4689 -1.6819
H -25.9460 -2.0536 -3.2907
H -27.4057 -1.9031 -2.3033
O -30.4117 0.9591 2.0679
P -31.5571 0.2907 2.7207
N -32.6413 1.2891 3.4327
C -32.2240 2.6291 3.8720
C -34.0290 0.9866 3.6619
N -31.0039 -0.6363 3.9691
C -29.9122 -1.5791 3.6754
C -31.8155 -0.9881 5.1076
N -32.4030 -0.7277 1.7485
C -33.0414 -1.9402 2.2403
C -32.9232 -0.1787 0.4956
H -32.0949 2.5762 4.9569
H -33.0252 3.3154 3.6066
H -31.2895 2.9221 3.4011
H -34.1865 -0.0585 3.9405
H -34.6820 1.1314 2.7937
H -34.4003 1.5428 4.5220
H -29.3025 -1.6987 4.5701
H -30.3252 -2.5570 3.3961
H -29.3061 -1.2188 2.8431
H -31.1831 -1.5332 5.8166
H -32.1866 -0.1425 5.6881
H -32.6396 -1.6876 4.9182
H -33.9632 -1.7547 2.8110
H -33.4242 -2.4793 1.3707
H -32.3791 -2.5839 2.8093
H -33.0939 -0.9975 -0.2024
H -32.1495 0.4528 0.0763
H -33.8681 0.3362 0.6956
O -28.2471 2.5671 3.0284
P -27.5964 2.7522 4.3458
N -25.9563 2.6379 4.2852
C -25.1628 2.5125 5.5005
C -25.1951 3.0102 3.1039
N -28.0655 1.7557 5.5571
C -27.5459 0.3705 5.4513
C -29.4732 1.8041 6.0151
N -27.9114 4.2625 4.9686
C -27.8539 5.3927 4.0611
C -27.7395 4.6125 6.3594
H -25.7818 2.5845 6.3903
H -24.4103 3.3064 5.5276
H -24.6146 1.5646 5.5204
H -25.0682 4.0942 3.0389
H -25.6718 2.6384 2.1979
H -24.2261 2.5037 3.0985
H -26.4741 0.4297 5.6277
H -27.9762 -0.2524 6.2302
H -27.7548 -0.0615 4.4694
H -29.6533 0.9899 6.7154
H -29.6765 2.7503 6.5068
H -30.1305 1.5737 5.1665
H -28.1705 5.0517 3.0717
H -28.4890 6.1991 4.4260
H -26.8418 5.7995 3.9168
H -28.3014 5.5241 6.5717
H -26.7003 4.7517 6.6726
H -28.1799 3.8566 7.0076
```

Results
**Strongest force on any atom**: 3.147 eV/Å
**Total charge**: +1
**ΔE to the lowest compared entry with this formula, charge and spin**: 0.00 kJ/mol
**Gap between HOMO and LUMO**: 0.33699 hartree
**LUMO**: -1.308 eV


No. 2
Entry from the OMol25 dataset: 11 unconnected molecules or ions with the total composition C31H89O44P9S2 (the ωB97M-V functional and the def2-TZVPD basis).

```
175
C31H89O44P9S2 | the OMol25 dataset | the ωB97M-V functional and the def2-TZVPD basis
C 9.0087 -5.1784 -0.2079
O 8.8061 -5.5580 -1.5681
P 10.0161 -5.3945 -2.5760
O 11.2257 -6.1274 -2.1569
O 9.4703 -5.8122 -4.0135
C 9.2663 -7.1732 -4.3474
O 9.9650 -3.8088 -2.7564
C 10.7681 -3.0816 -3.6580
H 8.3954 -4.3060 0.0300
H 10.0311 -4.9185 0.0589
H 8.6153 -5.9722 0.4254
H 9.8073 -7.5055 -5.2348
H 8.2040 -7.3285 -4.5321
H 9.6059 -7.8656 -3.5737
H 10.2557 -2.5525 -4.4605
H 11.5200 -3.7353 -4.1108
H 11.3522 -2.3283 -3.1236
C 2.4346 -7.2271 -2.4993
O 1.8976 -5.9200 -2.3180
P 1.8199 -5.1976 -0.9203
O 1.0807 -3.9270 -0.9027
O 1.2274 -6.3178 0.0644
C 0.6756 -5.9192 1.2927
O 3.3659 -5.1912 -0.4764
C 4.1578 -4.1142 -0.9644
H 3.3913 -7.1530 -3.0095
H 1.7139 -7.8002 -3.0844
H 2.5416 -7.8796 -1.6316
H -0.4130 -5.8471 1.2541
H 1.0558 -4.9745 1.6903
H 0.9079 -6.6076 2.1100
H 3.7700 -3.1208 -0.7576
H 4.4617 -4.1851 -2.0152
H 5.1427 -4.2618 -0.5137
C 4.8808 -13.4360 7.0509
O 5.5662 -12.9030 5.9230
P 5.3138 -13.4513 4.4438
O 6.1949 -12.9118 3.3863
O 5.3776 -15.0242 4.7012
C 6.5968 -15.6680 5.0791
O 3.7570 -13.2111 4.1901
C 3.2987 -12.6099 2.9954
H 5.4889 -14.2119 7.5097
H 3.8608 -13.7194 6.7824
H 4.7073 -12.6084 7.7423
H 7.4431 -14.9907 4.9210
H 6.7420 -16.5101 4.4079
H 6.5886 -15.9001 6.1430
H 3.0944 -11.5425 3.0711
H 2.3501 -13.0638 2.7058
H 3.9933 -12.7743 2.1714
C 8.2092 -5.0345 3.1486
O 9.4563 -4.5100 2.6743
P 10.3825 -3.6747 3.7032
O 9.8204 -2.4012 4.1479
O 10.6527 -4.7487 4.8335
C 11.1846 -6.0326 4.5828
O 11.7358 -3.5365 2.8970
C 12.9843 -3.3816 3.5421
H 8.1562 -6.1189 3.0848
H 7.3731 -4.6020 2.5977
H 8.0655 -4.6881 4.1742
H 10.6155 -6.7770 5.1292
H 12.2395 -6.0803 4.8566
H 11.1634 -6.3896 3.5491
H 13.7252 -4.0848 3.1534
H 12.9739 -3.5277 4.6223
H 13.3718 -2.3938 3.2920
C 1.4192 -8.3594 7.5632
O 2.5770 -9.1986 7.6773
P 3.6663 -9.0166 6.5075
O 3.3083 -9.5806 5.2003
O 3.9580 -7.4397 6.5662
C 4.7374 -6.7167 5.6316
O 4.9935 -9.6185 7.1306
C 5.4226 -9.2652 8.4471
H 0.6446 -8.7998 8.1894
H 1.0222 -8.4200 6.5473
H 1.5794 -7.3235 7.8510
H 4.9208 -7.2459 4.6973
H 5.7773 -6.6422 5.9750
H 4.3778 -5.6943 5.5608
H 6.4592 -9.5927 8.4601
H 4.9478 -9.7880 9.2812
H 5.3176 -8.2123 8.7046
C 5.3932 -13.2492 -1.0785
O 4.5513 -14.3897 -1.1811
P 5.0921 -15.7180 -1.8811
O 6.5248 -15.9766 -1.6473
O 4.0326 -16.7781 -1.3741
C 4.3832 -18.1618 -1.1047
O 4.6818 -15.5096 -3.4244
C 5.1510 -16.4410 -4.3922
H 5.6602 -13.1011 -0.0315
H 4.8988 -12.3460 -1.4364
H 6.3144 -13.3347 -1.6574
H 5.2425 -18.4650 -1.6961
H 3.5194 -18.7879 -1.3018
H 4.6078 -18.1591 -0.0406
H 5.7443 -15.9062 -5.1324
H 4.3363 -16.9346 -4.9229
H 5.7638 -17.2200 -3.9358
C 10.8279 -16.9115 3.1644
O 9.9953 -16.0331 2.4440
P 10.0862 -14.4475 2.6436
O 9.9077 -14.0475 4.0563
O 11.6048 -14.1460 2.2018
C 11.9233 -14.2368 0.8216
O 9.1795 -13.8806 1.4759
C 8.9280 -12.4610 1.4295
H 11.0801 -17.7633 2.5289
H 10.3802 -17.3310 4.0632
H 11.8150 -16.5177 3.4153
H 12.9208 -14.6607 0.6906
H 11.9738 -13.2762 0.3044
H 11.2495 -14.8837 0.2593
H 9.6503 -12.0628 0.7160
H 8.9080 -11.9122 2.3640
H 7.9658 -12.3248 0.9327
C 12.7063 -9.6055 0.2628
O 11.4311 -9.1217 -0.1080
P 10.3709 -8.7415 1.0227
O 10.0239 -9.7783 2.0070
O 10.9566 -7.3956 1.6196
C 11.2566 -6.3248 0.7357
O 9.0799 -8.2452 0.2099
C 8.2990 -9.2132 -0.5207
H 13.0742 -10.3794 -0.4129
H 12.7059 -10.0838 1.2457
H 13.4570 -8.8135 0.2482
H 11.6592 -5.4894 1.3123
H 10.4803 -5.9134 0.0896
H 12.0968 -6.5354 0.0657
H 8.7799 -10.1895 -0.5776
H 8.1655 -8.7665 -1.5016
H 7.3485 -9.3539 -0.0083
C -0.1774 -9.5353 -1.4273
O 1.1825 -9.8502 -1.1680
P 1.6338 -10.9417 -0.0944
O 3.0827 -10.8689 0.2188
O 0.6251 -10.6418 1.1110
C 1.0467 -9.7887 2.1737
O 1.0712 -12.3011 -0.6780
C 1.4130 -13.5371 -0.0582
H -0.3684 -8.8983 -2.2926
H -0.4927 -8.9015 -0.5948
H -0.8410 -10.3899 -1.5532
H 0.6981 -10.1835 3.1270
H 0.6074 -8.7938 2.0688
H 2.1209 -9.6136 2.2455
H 2.3483 -13.5347 0.5016
H 1.4012 -14.3734 -0.7483
H 0.6828 -13.7398 0.7325
C 10.0160 -10.5172 5.4608
C 8.5449 -10.9561 5.5320
O 8.0192 -10.0597 6.4886
S 8.7123 -8.5933 6.4644
O 8.8975 -8.1942 7.8218
O 8.0123 -7.7016 5.5524
O 10.0708 -9.1470 5.7744
H 10.5099 -10.6220 4.4922
H 10.6296 -11.1150 6.1426
H 8.4431 -11.9520 5.9529
H 8.0757 -10.9158 4.5488
C 6.3801 -9.5809 2.9905
C 5.6789 -10.1636 1.7400
O 5.7857 -9.0921 0.8264
S 5.3807 -7.7342 1.6121
O 3.9638 -7.6185 1.8920
O 5.9650 -6.5919 0.9738
O 6.1464 -8.1637 2.9664
H 7.4593 -9.7264 2.9209
H 5.9834 -10.0620 3.8826
H 4.6336 -10.3672 1.9755
H 6.1065 -11.0829 1.3505
```

Results
**Strongest force on any atom**: 4.055 eV/Å
**ΔE to the lowest compared entry with this formula, charge and spin**: 0.31 kJ/mol
**Gap between HOMO and LUMO**: 0.38227 hartree
**SMILES**: COP(=O)(OC)OC.COP(=O)(OC)OC.COP(=O)(OC)OC.COP(=O)(OC)OC.COP(=O)(OC)OC.COP(=O)(OC)OC.COP(=O)(OC)OC.COP(=O)(OC)OC.COP(=O)(OC)OC.O=S1(=O)OCCO1.O=S1(=O)OCCO1
**LUMO**: 0.440 eV